1.
This record from OMol25 describes a molecular structure, C4H6N2S2. The level of theory is the ωB97M-V functional and the def2-TZVPD basis.

Last column: Mulliken charge in e.
Positions of all 14 atoms, in Å:
1 S -2.702 -1.340 0.023  -0.264
2 S 3.259 -0.575 -0.062  -0.149
3 N 1.710 -0.153 0.590  -0.367
4 N -2.261 1.554 0.135  -0.599
5 C 1.431 0.949 -0.150  -0.017
6 C -1.292 -0.642 -0.337  -0.214
7 C 0.109 1.567 -0.103  -0.675
8 C -1.046 0.831 -0.115  0.746
9 H 3.439 -1.745 0.618  0.150
10 H 1.978 1.629 -1.069  0.253
11 H -2.115 2.335 0.825  0.242
12 H 0.062 2.591 -0.169  0.429
13 H -0.433 -1.289 -0.840  0.223
14 H -3.185 1.083 0.405  0.243

The value obtained for the HOMO energy is -8.21 eV. The frontier orbital gap comes out at 7.1 eV.

---

2.
This record from OMol25 describes 2 unconnected molecules or ions with the total composition C4H6N2Si. The level of theory is the ωB97M-V functional and the def2-TZVPD basis.

Last column: Mulliken charge in e.
Positions of all 13 atoms, in Å:
1 Si 0.454 -0.052 0.223  0.281
2 N 1.407 -0.448 -1.177  -0.387
3 N 0.844 1.291 1.225  -0.364
4 C -3.400 0.618 -1.861  -0.289
5 C -0.303 -2.462 1.946  0.552
6 C 0.023 -1.589 1.221  -0.846
7 C -2.274 0.364 -1.554  -0.604
8 H 0.260 1.615 1.969  0.237
9 H 1.826 1.518 1.277  0.241
10 H -0.518 -3.246 2.604  0.400
11 H 2.269 -0.106 -1.617  0.256
12 H -4.346 0.947 -2.361  0.288
13 H 1.005 -0.926 -1.933  0.234

The value obtained for the HOMO energy (alpha / beta) is -8.31 / -8.31 eV. The frontier orbital gap (alpha / beta) comes out at 7.3 / 7.3 eV.

---

3.
This record from OMol25 describes a gas-phase ion, C4H6N3 (charge +1). The level of theory is the ωB97M-V functional and the def2-TZVPD basis.

Last column: Mulliken charge in e.
Positions of all 13 atoms, in Å:
1 N -0.365 -0.105 0.321  0.227
2 N 0.091 -0.803 -0.707  -0.408
3 N -1.649 -2.083 0.078  -0.266
4 C 1.333 1.563 -0.219  -1.071
5 C -0.654 -1.822 -0.934  -0.185
6 C 0.201 1.127 0.519  0.197
7 C -1.689 -1.169 0.856  0.170
8 H 2.243 1.188 0.105  0.381
9 H -2.150 -0.753 1.671  0.399
10 H -0.124 1.633 1.401  0.402
11 H -0.379 -2.543 -1.582  0.429
12 H 1.752 2.538 -0.162  0.400
13 H 1.391 1.231 -1.348  0.326

The value obtained for the HOMO energy is -15.60 eV. The frontier orbital gap comes out at 9.4 eV. The charge is +1. The SMILES is C/C=[N+]1/C=NC=N1.

---

4.
This record from OMol25 describes a gas-phase ion, C4H6N3 (charge +1). The level of theory is the ωB97M-V functional and the def2-TZVPD basis.

Last column: Mulliken charge in e.
Positions of all 13 atoms, in Å:
1 N 0.781 0.543 -0.782  -0.048
2 N 0.480 0.155 -1.879  -0.041
3 N -1.273 -0.896 -1.115  -0.256
4 C -0.585 -0.496 -2.221  -0.052
5 C 0.491 0.933 1.569  -1.262
6 C -0.870 -0.802 0.044  -0.066
7 C 0.543 -0.061 0.441  0.468
8 H 0.098 0.463 2.468  0.400
9 H 1.497 1.277 1.804  0.340
10 H -0.911 -0.677 -3.225  0.413
11 H -1.314 -1.310 0.883  0.421
12 H 1.177 -0.925 0.705  0.321
13 H -0.115 1.797 1.309  0.363

The value obtained for the HOMO energy (alpha / beta) is -14.79 / -14.79 eV. The frontier orbital gap (alpha / beta) comes out at 7.4 / 7.3 eV. The charge is +1. The SMILES is C[C@H]1C=[N+]=CN=N1.

---

5.
This record from OMol25 describes a single C4H6N4 molecule. The level of theory is the ωB97M-V functional and the def2-TZVPD basis.

Last column: Mulliken charge in e.
Positions of all 14 atoms, in Å:
1 N -0.660 1.195 -0.007  -0.309
2 N 0.657 1.181 0.007  -0.267
3 N -0.665 -1.170 0.019  -0.261
4 N 0.657 -1.185 -0.014  -0.300
5 C 1.287 -0.003 -0.019  0.560
6 C -1.286 0.013 -0.010  0.550
7 C -2.780 -0.007 0.006  -0.780
8 C 2.784 -0.013 0.012  -0.803
9 H -3.174 0.849 0.567  0.296
10 H -3.129 -0.960 0.467  0.292
11 H 3.212 -0.861 -0.546  0.294
12 H -3.172 0.001 -1.015  0.211
13 H 3.132 0.910 -0.465  0.303
14 H 3.182 -0.031 1.034  0.215

The value obtained for the HOMO energy is -9.29 eV. The frontier orbital gap comes out at 8.7 eV. The SMILES is Cc1nnc(C)nn1.

---

6.
This record from OMol25 describes a single C4H6N4 molecule. The level of theory is the ωB97M-V functional and the def2-TZVPD basis.

Last column: Mulliken charge in e.
Positions of all 14 atoms, in Å:
1 N -0.907 -0.519 0.022  0.829
2 N -3.008 -0.859 0.082  -0.319
3 N 0.425 -0.965 -0.179  -0.755
4 N -1.835 -1.456 -0.098  -0.411
5 C -2.778 0.470 0.090  -0.396
6 C -1.488 0.754 -0.249  -0.111
7 C 1.260 -0.085 0.109  0.135
8 C 2.749 -0.253 -0.017  -0.899
9 H 0.899 0.829 0.587  0.358
10 H 2.992 -1.264 -0.370  0.288
11 H 3.075 0.642 -0.591  0.275
12 H 3.239 -0.134 0.987  0.265
13 H -0.982 1.698 -0.563  0.364
14 H -3.642 1.143 0.191  0.376

The value obtained for the HOMO energy is -9.69 eV. The frontier orbital gap comes out at 10.3 eV. The SMILES is C/C=N/n1ccnn1.

---

7.
This record from OMol25 describes a molecular structure, C4H6N4. The level of theory is the ωB97M-V functional and the def2-TZVPD basis.

Last column: Mulliken charge in e.
Positions of all 14 atoms, in Å:
1 N -1.310 1.096 -0.214  -0.362
2 N 2.318 -1.087 -0.214  -0.708
3 N 1.153 1.186 0.799  -0.413
4 N 0.251 -0.961 0.151  -0.340
5 C 1.346 -0.264 0.163  0.431
6 C -0.230 1.709 -0.102  0.021
7 C -1.053 -0.351 0.246  0.209
8 C -2.132 -1.138 0.325  -0.624
9 H 3.066 -0.419 0.020  0.250
10 H -0.225 2.902 -0.506  0.247
11 H 0.263 -2.008 -0.738  0.399
12 H -2.264 -2.231 0.577  0.322
13 H 1.928 1.964 -0.149  0.357
14 H -3.112 -0.396 -0.356  0.212

The value obtained for the HOMO energy is -8.58 eV. The frontier orbital gap comes out at 8.3 eV.

---

8.
This record from OMol25 describes a single C4H6N4 molecule. The level of theory is the ωB97M-V functional and the def2-TZVPD basis.

Last column: Mulliken charge in e.
Positions of all 14 atoms, in Å:
1 N 0.449 -0.928 -0.245  -0.316
2 N 1.826 -1.110 0.061  -0.460
3 N -1.197 0.642 0.175  -0.498
4 N 0.123 0.410 -0.046  0.767
5 C -2.113 -0.310 0.769  -0.284
6 C 1.339 1.159 0.112  -0.068
7 C -2.084 0.016 -0.779  -0.375
8 C 2.221 0.185 -0.057  -0.234
9 H -3.058 0.254 -1.403  0.231
10 H -2.798 -0.023 1.681  0.228
11 H 3.351 0.256 0.387  0.262
12 H -1.684 -0.806 -1.402  0.251
13 H -1.632 -1.384 1.024  0.214
14 H 1.233 2.314 -0.171  0.282

The value obtained for the HOMO energy is -9.76 eV. The frontier orbital gap comes out at 10.3 eV. The SMILES is c1cn(N2CC2)nn1.

---

9.
This record from OMol25 describes a single C4H6N4 molecule. The level of theory is the ωB97M-V functional and the def2-TZVPD basis.

Last column: Mulliken charge in e.
Positions of all 14 atoms, in Å:
1 N 0.650 -1.136 1.333  -0.643
2 N -2.612 -0.319 0.002  -0.715
3 N -0.773 -1.210 1.184  -0.012
4 N -0.245 -0.003 -0.450  0.007
5 C 1.782 0.532 -0.399  -0.293
6 C 0.872 -0.419 0.335  0.207
7 C -1.353 -0.429 0.212  0.484
8 C 0.562 1.112 -1.115  -0.429
9 H 0.511 0.983 -2.178  0.226
10 H 2.299 1.325 0.184  0.237
11 H 2.648 -0.022 -0.942  0.237
12 H -3.176 -0.830 0.678  0.195
13 H 0.193 2.100 -0.833  0.255
14 H -1.357 -1.684 1.990  0.245

The value obtained for the HOMO energy is -8.11 eV. The frontier orbital gap comes out at 9.0 eV. The SMILES is [H]/N=c1\[nH]nc2n1CC2.

---

The energy relative to the best compared isomer or geometry (same formula, charge and spin) results, record by record, are as follows: 3.768, 5.955, 3.662, 4.504, 2.219, 3.531, 9.077, 7.076, 2.956 eV.
The largest force on an atom results, record by record, are as follows: 5.50, 4.48, 4.48, 1.80, 0.84, 3.29, 7.89, 9.03, 4.95 eV/A.